(1)
122
Properties=species:S:1:pos:R:3:forces:R:3:mulliken_charge:R:1 method="wB97M-V/def2-TZVPD" charge=-1 homo_ev=-4.6 gap_ev=6.6734
La -1.492 -0.842 -0.162 -0.7 -2.8 -1.1 1.598
S -4.206 -0.219 -1.630 0.1 0.1 0.0 -0.507
P 3.360 -0.888 0.715 0.0 0.0 -0.1 0.255
P -0.894 -3.204 1.699 0.0 -0.7 0.5 -0.026
F -8.481 -2.981 -1.889 -0.5 0.0 -0.2 -0.329
F -4.822 -4.933 0.248 0.2 -0.3 0.2 -0.238
F -7.067 -0.786 -2.346 -0.3 0.5 -0.3 -0.363
F -2.906 -0.558 1.459 -0.5 0.1 1.1 -0.834
F -3.416 -2.749 -0.161 1.0 -0.1 0.4 0.751
F -7.392 -5.084 -0.597 -0.4 -0.6 0.1 -0.338
O -2.139 2.370 -0.160 0.2 0.4 0.1 -0.492
O -1.791 -2.266 -2.444 0.1 0.0 -0.5 0.263
O 0.111 2.483 -0.524 -0.2 0.3 -0.2 0.131
O -0.628 -0.038 2.612 -0.2 0.1 -0.2 -0.305
N -1.163 -2.083 -4.617 0.1 0.3 0.5 0.016
N -0.960 0.648 -3.766 0.1 0.1 -0.2 0.089
N 0.564 -2.393 -0.388 0.4 -0.1 -0.2 1.965
C 2.835 0.578 1.711 0.0 0.0 0.0 0.415
C 0.344 7.478 -0.156 0.0 -0.1 0.0 2.247
C 2.517 1.837 1.198 0.0 0.0 0.0 0.139
C 0.301 4.949 -0.382 0.1 0.2 -0.1 -0.572
C 0.658 -3.534 2.633 0.0 0.2 0.1 1.151
C -0.539 8.645 0.291 -0.1 0.0 0.0 -2.135
C 2.982 -3.914 4.158 -0.1 0.0 -0.1 -0.444
C -1.737 3.686 -0.112 -0.3 -0.5 -0.1 0.722
C 2.392 1.421 3.946 0.0 0.0 -0.1 -0.623
C 2.761 0.384 3.092 0.0 0.0 0.0 -0.128
C -6.472 -1.775 -1.693 0.0 -0.2 0.1 0.687
C 6.141 -0.908 0.768 0.1 0.1 0.0 -0.372
C -3.594 -5.815 3.462 0.0 0.0 0.0 -0.794
C 2.081 2.670 3.421 0.0 -0.1 -0.1 -0.742
C 0.850 7.769 -1.578 0.0 0.0 -0.1 -1.639
C -3.623 -3.756 4.702 0.0 -0.1 -0.1 -0.735
C -7.220 -2.911 -1.467 0.1 0.3 0.0 0.109
C -4.661 -2.749 -0.616 -0.6 0.0 -0.1 -0.086
C 7.650 0.481 -0.499 -0.1 0.0 0.0 -0.424
C -0.414 6.138 -0.144 0.1 -0.1 0.0 0.148
C -5.378 -3.901 -0.384 0.1 0.1 0.0 -0.242
C -1.786 6.052 0.097 -0.1 -0.1 0.0 -0.240
C -2.622 -5.291 2.615 0.0 -0.1 0.1 -0.188
C -1.023 1.984 -3.786 0.0 -0.4 0.1 -0.173
C -4.091 -5.053 4.511 0.1 0.1 -0.1 -0.494
C 2.817 -4.578 2.949 0.0 0.1 0.0 -0.785
C 5.033 -0.308 0.162 0.1 0.0 0.1 0.320
C 6.557 1.076 -1.123 -0.1 -0.1 0.1 -0.763
C -2.068 -2.343 -3.640 0.1 0.0 0.3 0.024
C 0.117 -1.469 -4.324 -0.2 0.3 -0.3 -0.133
C 1.989 -3.046 4.601 0.0 0.0 -0.1 -0.843
C -3.416 -2.811 -4.128 0.1 -0.1 -0.2 -1.168
C 1.549 7.409 0.800 0.0 0.0 0.0 -1.666
C -0.378 3.753 -0.354 0.3 -0.4 0.0 -0.135
C 2.143 2.875 2.044 0.0 0.0 0.0 -0.373
C 1.693 -2.092 -1.101 0.0 0.2 0.1 -1.628
C 2.376 -0.768 -0.882 -0.1 -0.2 0.2 0.472
C -2.132 -3.999 2.804 -0.1 0.0 0.0 0.803
C 7.441 -0.515 0.447 -0.2 0.0 0.0 -0.566
C 0.096 0.053 -4.328 -0.3 0.1 0.0 0.682
C 1.250 -4.269 -1.451 0.1 0.1 0.0 -1.465
C 0.309 -3.724 -0.596 0.1 0.0 0.1 -0.394
C 2.158 -3.212 -1.766 -0.2 -0.2 -0.2 -0.862
C -2.664 -3.231 3.845 0.0 0.0 -0.1 -0.289
C -5.147 -1.631 -1.283 0.1 0.0 0.0 -0.385
C 1.070 2.171 -4.889 0.1 -0.2 -0.1 -0.506
C 5.264 0.683 -0.796 0.1 0.0 0.0 -0.125
C -0.033 2.788 -4.330 -0.1 0.1 0.0 -0.608
C -0.755 -4.363 0.271 0.2 0.3 -0.2 -1.511
C -2.472 4.824 0.114 -0.1 0.2 0.0 -1.999
C -6.677 -3.987 -0.810 0.1 0.2 0.0 0.450
C 1.665 -4.390 2.191 0.1 0.0 0.0 -0.071
C 0.847 -2.846 3.836 0.0 0.0 0.0 -0.182
C 1.132 0.783 -4.901 0.2 0.0 0.0 -0.867
B -0.987 1.560 -0.401 0.8 3.3 -0.2 -0.185
H 8.287 -0.990 0.932 -0.1 0.0 0.0 0.386
H 1.580 -4.891 1.232 0.0 0.1 0.1 0.117
H -0.130 3.868 -4.309 0.0 -0.1 0.0 0.438
H 1.869 2.759 -5.328 0.0 0.0 0.0 0.398
H 6.715 1.852 -1.866 0.0 -0.1 0.0 0.382
H 3.595 -5.241 2.581 -0.1 0.1 0.0 0.414
H 2.114 -2.507 5.536 0.0 0.0 -0.1 0.407
H 5.974 -1.693 1.502 0.0 0.1 -0.1 0.358
H 0.009 7.842 -2.277 0.1 0.0 0.1 0.357
H -1.597 -0.204 2.508 0.2 0.2 0.0 0.193
H 2.331 1.247 5.017 0.0 0.0 -0.1 0.368
H 3.882 -4.060 4.745 0.0 0.0 0.0 0.379
H 1.658 0.055 -0.807 0.0 0.0 0.0 -0.972
H -2.341 -2.200 3.969 0.0 -0.1 0.0 0.195
H -2.249 -5.900 1.795 -0.1 0.1 0.1 0.282
H -3.376 -3.896 -4.287 0.0 0.2 0.0 0.306
H 2.307 6.697 0.454 -0.1 0.1 0.1 0.346
H -3.692 -2.325 -5.070 0.0 -0.1 0.1 0.451
H -0.530 0.923 2.664 0.0 -0.2 0.0 0.140
H -1.904 2.426 -3.331 0.0 -0.1 0.0 0.440
H 3.039 -3.267 -2.398 -0.1 0.0 0.1 0.464
H -1.496 -2.064 -5.560 -0.1 0.1 -0.2 0.280
H 0.857 -1.826 -5.035 0.1 0.0 -0.1 0.321
H -1.730 -4.439 -0.213 0.0 0.0 0.0 0.629
H -3.970 -6.821 3.294 0.0 0.1 0.0 0.398
H -1.382 8.803 -0.392 0.1 0.0 0.1 0.405
H 1.882 3.846 1.631 0.0 -0.1 0.0 0.365
H -4.852 -5.459 5.166 0.0 0.0 0.0 0.376
H -4.161 -2.581 -3.377 0.0 0.0 0.1 -0.089
H 2.526 2.010 0.125 0.0 0.0 0.2 0.068
H -2.362 6.956 0.271 0.1 -0.2 0.0 0.395
H 1.407 8.716 -1.604 -0.1 -0.2 0.0 0.420
H 0.101 -2.126 4.166 0.1 -0.1 0.0 0.171
H 2.978 -0.602 3.495 0.0 0.1 0.0 0.284
H 1.778 3.479 4.075 0.0 0.0 0.0 0.407
H 1.303 -5.300 -1.781 0.0 0.1 0.0 0.516
H -0.937 8.480 1.299 0.1 0.0 -0.1 0.438
H 1.229 7.101 1.802 0.1 0.1 -0.1 0.345
H -0.460 -5.362 0.584 0.1 -0.2 0.0 0.782
H 1.983 0.265 -5.338 -0.1 0.1 0.0 0.414
H 1.515 6.972 -1.931 -0.1 0.1 0.1 0.336
H 3.057 -0.551 -1.700 0.0 0.0 -0.1 0.894
H 8.660 0.787 -0.757 -0.1 0.0 0.0 0.354
H 0.056 9.564 0.304 -0.1 -0.1 0.0 0.436
H 0.416 -1.816 -3.351 0.2 -0.2 0.5 -0.553
H 2.029 8.393 0.877 -0.1 -0.1 0.0 0.458
H -3.544 4.772 0.289 0.2 0.0 0.0 0.504
H 1.367 4.960 -0.601 -0.2 0.0 0.1 0.664
H 4.425 1.156 -1.300 0.1 0.0 0.1 0.269
H -4.024 -3.146 5.504 0.0 0.0 -0.1 0.401

***

(2)
116
Properties=species:S:1:pos:R:3:forces:R:3:mulliken_spin:R:1 method="wB97M-V/def2-TZVPD" charge=+1 homo_ev="-7.8 / -7.7" spin_multiplicity=7 gap_ev="4.3710 / 2.7969"
Eu -0.546 -0.761 -0.413 0.4 0.2 1.7 5.107
P 2.069 0.803 -2.599 -0.4 -1.1 0.8 0.051
O -2.699 -1.880 -0.496 -2.7 0.4 0.2 -0.007
N -4.815 -1.758 -1.307 -0.4 0.5 -2.0 0.000
N -0.456 1.692 0.697 -0.4 0.5 0.5 0.010
N 1.773 0.032 0.937 -0.1 -0.3 -0.4 -0.024
N -0.281 -2.666 1.386 0.3 1.0 -1.4 0.008
N 3.774 0.606 2.764 -0.2 -0.9 -0.3 -0.001
N -4.485 2.941 -1.681 0.6 0.1 0.3 0.000
N -2.279 1.314 -1.278 0.6 0.0 1.4 -0.002
N -1.378 6.671 5.595 -0.1 0.2 0.9 -0.003
C -3.121 1.027 -2.250 0.0 2.5 -0.4 -0.002
C -1.012 -2.540 2.518 0.7 -2.3 0.5 0.009
C -1.658 0.251 5.029 -0.3 0.7 0.9 0.000
C 0.228 2.789 2.746 0.0 0.3 0.0 0.004
C 0.360 -0.776 -4.138 -0.4 0.0 -1.2 0.029
C 2.617 1.267 2.757 0.2 -0.6 -0.8 -0.001
C 1.815 0.710 -5.361 0.4 -1.4 0.4 0.006
C -0.276 -1.241 -2.963 -0.3 -1.7 -2.7 0.581
C -1.799 -1.045 4.333 0.7 -1.7 -1.0 0.006
C -1.393 -2.973 -4.294 -0.2 -0.9 -0.2 0.070
C 2.552 2.460 -2.917 -1.3 3.9 0.0 0.027
C -1.075 -2.367 -3.079 0.3 1.2 1.4 -0.014
C 6.030 -0.121 -3.316 0.1 0.3 -0.2 0.000
C 1.037 -4.648 2.032 -1.1 -0.8 -1.3 -0.001
C -0.472 4.542 5.078 -1.8 0.6 -1.0 -0.003
C 3.183 5.135 -3.633 0.6 -0.9 2.0 0.015
C -2.918 -4.690 5.127 0.6 0.5 -0.8 0.000
C -4.192 1.933 -2.474 -0.4 -1.4 -1.0 -0.007
C -3.958 -1.912 -0.318 1.8 -0.2 1.1 0.002
C -2.439 -2.125 4.952 0.2 -1.2 -0.2 0.002
C -3.637 3.165 -0.684 0.7 -0.1 1.1 -0.001
C 1.563 0.120 -6.615 -1.6 0.0 0.3 0.001
C 3.648 3.170 -2.308 -0.3 -1.4 -0.8 0.010
C -1.145 4.568 3.822 -0.1 2.7 0.7 0.001
C 3.935 -0.411 1.890 -1.0 0.7 -0.2 -0.005
C -1.534 2.553 0.642 2.2 0.8 1.9 -0.006
C -2.295 -3.456 4.441 -0.5 0.7 -0.1 -0.001
C -0.926 -4.837 0.386 0.4 -1.0 -0.5 0.004
C 1.611 3.296 -3.602 0.7 1.0 -0.1 0.016
C 1.572 1.008 1.836 3.2 -1.5 -0.3 0.005
C 1.970 4.610 -3.998 -0.3 -1.0 0.4 -0.009
C 0.586 -0.861 -6.679 0.0 0.1 1.7 0.009
C 3.682 0.005 -2.742 0.8 -0.8 0.7 -0.004
C 4.828 0.578 -3.313 0.2 -0.8 0.1 0.004
C -0.835 3.697 2.716 -0.2 -2.2 -1.3 -0.006
C 1.311 0.254 -4.147 0.3 0.6 -1.8 0.010
C -1.678 3.602 1.586 -1.0 -0.7 -0.8 0.001
C -4.605 -2.093 1.053 2.8 -1.3 -1.0 -0.001
C -1.996 5.681 3.504 1.5 -0.9 0.8 -0.003
C -1.605 -3.654 3.255 -0.7 0.7 -1.0 -0.004
C 1.264 -3.607 -0.189 0.3 1.0 -0.9 0.042
C 3.999 4.458 -2.673 -1.1 -0.1 -1.3 -0.006
C -0.715 5.590 5.972 0.4 -0.5 -0.4 0.001
C -0.013 -1.374 -5.457 1.0 0.0 0.6 0.061
C -0.799 -2.570 -5.453 0.2 1.4 0.1 -0.020
C 4.981 -2.004 -2.203 0.1 0.2 0.2 -0.002
C 2.913 -0.663 0.940 0.5 1.1 2.2 0.002
C 0.234 -3.966 0.863 -0.2 1.5 2.8 -0.004
C -1.995 6.719 4.430 -0.7 0.5 -0.5 0.001
C 3.796 -1.270 -2.138 -0.6 -0.3 -1.1 0.003
C 6.107 -1.407 -2.798 0.3 -0.1 0.7 0.003
C -1.055 -1.296 3.147 -0.7 1.5 0.5 0.001
C 0.437 1.850 1.705 -2.8 1.9 0.9 -0.003
C -2.492 2.374 -0.433 -1.5 -1.2 -2.3 -0.004
H -0.985 0.125 5.897 -0.1 0.2 -0.5 0.000
H -1.871 -4.294 0.317 0.1 0.0 0.5 0.000
H -3.883 3.987 -0.014 0.0 -0.1 -0.3 -0.001
H -2.993 -2.013 5.878 0.1 0.2 0.0 0.000
H 1.603 -5.449 1.509 -0.2 0.0 0.9 0.000
H 0.087 3.688 5.350 0.6 -0.6 0.4 -0.001
H 2.596 1.419 -5.310 0.6 0.9 -0.1 -0.002
H 0.316 -5.016 2.814 1.2 0.2 -0.8 0.000
H 2.539 2.044 3.483 0.1 0.4 0.3 -0.001
H -2.514 7.674 4.262 0.1 -0.6 -0.3 0.000
H -5.815 -1.863 -1.202 0.3 0.1 0.3 0.000
H 0.900 2.820 3.623 -0.6 -0.1 -0.8 0.001
H 1.531 -4.429 -0.829 -0.1 -0.6 -0.4 -0.002
H 3.053 -1.433 0.238 -0.1 -0.7 -0.7 -0.004
H 2.247 -3.221 0.168 -0.9 -0.3 0.3 0.003
H -0.879 -3.138 -6.358 -0.3 -0.1 -0.4 0.002
H -3.481 -4.444 6.013 -0.1 0.2 0.3 0.000
H -4.872 1.806 -3.324 0.3 -0.1 0.2 -0.001
H -3.868 -2.643 1.662 -0.3 0.1 -0.1 0.000
H -3.600 -5.221 4.436 0.4 0.2 0.3 0.000
H -2.086 -5.359 5.394 -0.4 0.0 0.0 0.000
H 2.851 -1.754 -1.800 0.9 0.4 0.0 -0.003
H 3.398 6.144 -3.830 0.4 1.1 -0.6 0.001
H -2.447 5.714 2.508 0.0 0.5 0.8 -0.001
H 0.555 3.102 -3.822 0.6 -1.0 0.0 0.000
H -1.531 -2.790 -2.212 -0.2 -0.4 0.6 0.026
H 0.202 -1.246 -7.608 0.2 -0.2 -0.2 0.003
H 4.894 4.938 -2.301 -0.1 -0.1 0.2 0.000
H 7.090 -1.881 -2.752 -0.4 -0.1 -0.1 0.000
H 2.019 0.543 -7.506 0.0 -0.2 0.1 0.000
H -4.497 -1.472 -2.238 0.0 -0.4 0.7 0.000
H 1.255 5.226 -4.539 0.1 -0.2 0.0 0.000
H 4.854 -1.027 1.954 -0.6 0.6 -0.1 0.000
H 5.027 -3.000 -1.724 0.1 0.6 -0.5 0.000
H 4.255 2.569 -1.633 0.1 0.4 0.0 0.000
H -0.330 5.584 7.007 -0.1 0.0 -0.7 0.000
H -0.987 -5.743 1.033 -0.3 0.6 -0.6 0.000
H 4.906 1.542 -3.780 -0.7 0.3 0.0 0.000
H -2.593 0.658 5.444 0.1 -0.3 -0.2 0.000
H -0.439 -0.494 2.674 -0.6 -0.5 0.6 -0.010
H -0.740 -5.162 -0.640 0.1 -0.4 -0.1 0.001
H -5.491 -2.668 0.957 -1.1 -0.1 0.2 0.000
H 0.878 -2.817 -0.884 0.2 -0.6 0.2 0.024
H -1.283 0.999 4.345 0.4 0.3 -0.1 0.000
H -2.068 -3.837 -4.223 0.5 0.3 -0.3 0.007
H -2.746 0.322 -2.992 -0.6 -0.3 0.2 0.002
H -2.586 4.248 1.459 1.2 -0.8 0.3 0.001
H -4.658 -1.132 1.476 -0.7 1.2 0.7 0.000
H -1.724 -4.625 2.747 0.4 0.5 0.5 0.000
H 6.891 0.433 -3.737 -0.4 -0.8 0.3 0.000
H 1.726 -3.914 2.420 0.2 0.1 0.3 0.000